(1)
C54H47N6 | ωB97M-V/def2-TZVPD

The geometry in XYZ format:
```
107
Properties=species:S:1:pos:R:3:forces:R:3
N -0.18207 -1.49447 -1.70827 0.63 -1.54 2.33
N 0.22436 -1.93520 -0.73436 -0.50 1.74 -1.77
N 0.72664 -2.10492 0.39521 -0.22 0.55 -1.12
C 0.94472 -3.49377 0.80778 -0.65 -0.09 0.10
C 0.96875 -3.40008 2.35996 -0.03 0.46 -0.10
C 0.57341 -4.44347 3.19624 0.14 0.36 0.15
C 0.53954 -4.24535 4.58250 0.30 0.09 0.04
C 0.94800 -3.02905 5.13847 -0.14 0.23 -0.19
C 1.27566 -1.95818 4.29176 0.12 -0.36 0.12
C 1.30256 -2.15543 2.91529 0.03 -0.02 0.18
C -0.28186 -4.29322 0.36120 0.30 -1.00 0.42
C -1.51254 -3.71294 0.64624 -1.02 -0.40 0.19
C -2.69756 -4.35144 0.25556 0.31 0.14 -0.04
C -2.66764 -5.60300 -0.36623 0.17 0.25 -0.06
C -1.44103 -6.22833 -0.53737 0.51 -0.13 -0.20
C -0.24572 -5.59435 -0.16188 -0.50 0.46 0.04
C 2.29536 -3.98688 0.22668 0.62 0.84 0.70
C 3.43536 -3.92672 1.22629 0.18 0.49 0.08
C 4.66308 -4.26336 0.40025 0.53 -0.08 -0.13
C 4.27539 -3.92218 -1.06020 0.26 -0.48 -0.08
N 3.00347 -3.12751 -0.92241 1.69 -0.22 -0.27
H 0.29659 -5.40519 2.78010 -0.13 0.06 0.00
H 0.18821 -5.04495 5.23804 0.24 0.18 -0.24
H 1.00327 -2.90021 6.22505 -0.23 -0.06 -0.47
H 1.50259 -0.96310 4.68694 0.02 -0.47 -0.02
H 1.57383 -1.31976 2.26237 -0.19 -0.34 0.33
H -1.56304 -2.82378 1.28926 0.03 -0.17 -0.67
H -3.64697 -3.85171 0.41466 0.07 -0.10 0.13
H -3.58238 -6.08602 -0.71918 0.30 0.21 0.23
H -1.37737 -7.20922 -1.01448 -0.11 0.25 0.28
H 0.68771 -6.14460 -0.23528 -0.15 0.07 -0.22
H 2.20535 -5.01938 -0.15563 0.11 0.73 -0.31
H 3.51061 -2.89128 1.59052 -0.19 -0.50 -0.13
H 3.29223 -4.51289 2.12798 -0.07 -0.37 -0.19
H 5.51690 -3.67302 0.73050 0.03 -0.14 -0.08
H 4.92740 -5.32056 0.49037 -0.04 0.13 -0.12
H 5.00289 -3.33608 -1.61647 0.01 0.03 0.22
H 4.12722 -4.84698 -1.61938 -0.46 0.13 -0.05
H 2.47125 -3.10781 -1.75935 -0.66 -0.33 -1.04
C 0.83920 6.48987 -3.38782 0.23 0.19 -0.28
C 0.09056 5.41112 -2.91183 0.26 -0.14 0.26
C 0.51164 4.10665 -3.16363 0.14 0.44 -0.31
C 1.62911 3.89840 -3.98655 -0.67 0.38 -0.07
N 1.95703 2.57179 -4.34271 -0.08 -0.04 0.31
C 1.95247 2.26820 -5.72946 -0.47 -0.08 -0.32
C 3.02305 2.67742 -6.51759 0.14 -0.13 -0.13
C 2.97977 2.47758 -7.89549 -0.14 -0.06 0.07
C 1.85675 1.87866 -8.47222 0.02 -0.08 -0.20
C 0.78075 1.46662 -7.68020 0.21 0.04 0.41
C 0.82696 1.66040 -6.29425 0.25 0.09 -0.55
C 2.10686 1.59622 -3.36833 0.70 0.31 -0.73
C 1.94085 0.25600 -3.73131 0.28 -0.83 0.67
C 2.43599 -0.75314 -2.89646 0.24 0.99 0.32
C 3.02279 -0.41571 -1.67105 -0.69 -1.09 -0.98
C 3.49421 -1.53125 -0.73422 -1.22 1.04 3.69
C 4.92532 -1.20441 -0.27224 -0.11 -1.25 -0.44
C 5.25439 -1.22492 1.08931 0.07 0.25 0.24
C 6.55610 -1.01485 1.53792 -0.55 0.20 -0.24
C 7.56632 -0.75179 0.60177 0.63 0.51 0.59
N 8.85487 -0.45514 1.07056 -0.73 -0.17 -0.17
C 9.96951 -0.58120 0.22186 0.58 0.18 -0.04
C 11.05333 0.29309 0.40665 0.03 -0.45 -0.87
C 12.16894 0.15982 -0.42182 -0.42 -0.15 0.21
C 12.22469 -0.84968 -1.38493 0.21 -0.15 -0.03
C 11.14987 -1.72819 -1.53243 0.04 0.31 0.15
C 10.01547 -1.58967 -0.73984 0.34 0.08 -0.12
C 9.13762 -0.08096 2.41908 0.69 0.24 0.61
C 10.19059 -0.73297 3.08926 -0.62 0.17 0.40
C 10.55070 -0.34487 4.38199 -0.15 0.10 -0.17
C 9.93101 0.74434 5.00311 0.02 -0.14 -0.40
C 8.93950 1.43709 4.30067 0.29 -0.32 0.26
C 8.54565 1.03270 3.02790 -0.12 -0.17 -0.21
C 7.26076 -0.69696 -0.77266 -0.92 0.18 -0.51
C 5.94693 -0.91199 -1.20577 0.19 -0.24 0.79
C 3.10528 0.94608 -1.26751 -0.68 0.04 -0.77
C 2.65132 1.97523 -2.12414 0.23 -1.76 0.98
C 2.30584 4.97001 -4.56618 -0.05 0.31 0.34
C 1.93671 6.27491 -4.23796 -0.39 -0.33 0.36
H 0.56931 7.50734 -3.09584 0.00 -0.32 -0.23
H -0.81806 5.57652 -2.32706 0.39 0.02 -0.11
H -0.03512 3.24698 -2.76952 0.14 0.27 -0.16
H 3.87928 3.16878 -6.04131 -0.31 -0.42 -0.30
H 3.82849 2.79435 -8.50454 -0.34 -0.12 0.09
H 1.82451 1.72043 -9.55585 0.00 0.09 0.46
H -0.09561 0.99280 -8.12085 0.25 0.14 0.00
H 0.00525 1.34352 -5.64644 0.20 0.22 -0.28
H 1.43996 -0.02278 -4.65103 0.32 0.15 0.08
H 2.39226 -1.80244 -3.20568 -0.17 0.41 -0.08
H 2.80002 -1.50862 0.14222 1.04 1.17 -0.28
H 4.46708 -1.37292 1.84060 0.40 0.10 -0.35
H 6.78514 -0.97912 2.60755 -0.14 -0.12 -0.48
H 11.01259 1.05916 1.17417 0.02 -0.09 -0.17
H 12.98451 0.85762 -0.28979 0.11 -0.08 -0.09
H 13.12304 -0.97756 -2.00010 -0.43 0.12 0.24
H 11.18208 -2.52837 -2.26120 0.08 0.06 -0.02
H 9.15274 -2.23787 -0.89033 0.42 0.01 0.16
H 10.72934 -1.53459 2.59689 -0.13 -0.01 0.05
H 11.32599 -0.89979 4.90522 -0.08 0.15 -0.13
H 10.25412 1.05925 6.00025 -0.24 -0.10 -0.41
H 8.48429 2.30404 4.75810 -0.08 0.05 -0.06
H 7.78408 1.59983 2.48973 0.17 -0.18 0.12
H 8.01840 -0.43081 -1.51848 -0.37 -0.11 0.50
H 5.70803 -0.85064 -2.26779 0.07 0.03 0.22
H 3.50765 1.21373 -0.29321 0.06 -0.14 -0.18
H 2.73351 3.02345 -1.82450 0.03 -0.46 -0.22
H 3.12325 4.78630 -5.26110 -0.27 0.19 0.34
H 2.51608 7.10040 -4.64739 -0.25 -0.08 0.15
```
Forces are in eV/Å.

charge = +1
highest occupied orbital energy = -9.470 eV
Kohn-Sham gap = 7.4 eV
LUMO energy = -2.1 eV

(2)
C54H48AsBrN2O2P2PtSi | ωB97M-V/def2-TZVPD

The geometry in XYZ format:
```
112
Properties=species:S:1:pos:R:3:forces:R:3
Pt 0.09404 0.69013 -0.73731 -1.12 0.24 1.09
C 2.01255 1.41005 2.19518 0.05 0.15 0.26
N 1.85013 0.04175 1.61422 -0.05 -0.10 0.06
P 0.14619 -0.36003 1.59935 0.86 0.50 -0.44
C -0.26824 -0.07794 3.34645 -0.13 0.13 -0.22
C -1.52455 0.43053 3.66784 -0.04 -0.13 -0.17
C -1.85557 0.66733 4.99347 -0.05 0.04 0.04
C -0.93499 0.40218 5.99646 -0.03 0.03 -0.03
C 0.32164 -0.09888 5.67787 0.05 -0.02 0.04
C 0.66135 -0.33800 4.35698 -0.15 -0.10 0.08
C -0.00052 -2.37383 1.52489 -0.39 -1.38 0.60
C 0.97254 -2.95675 2.44838 -0.36 0.44 -0.34
C 0.59124 -3.50253 3.63879 0.19 -0.06 0.45
C -0.75644 -3.51489 4.01599 0.12 0.13 -0.37
C -1.74484 -3.03224 3.14962 -0.32 -0.05 0.20
C -1.40216 -2.52739 1.93194 0.48 0.18 -0.18
P 2.35610 0.11750 -0.06298 -1.03 -0.62 0.14
C 4.11304 0.50782 0.09319 -0.27 0.49 -0.32
C 4.76843 1.18118 -0.93340 -0.07 -0.01 0.03
C 6.13750 1.38741 -0.85302 0.03 0.01 -0.06
C 6.84316 0.92990 0.24922 0.00 -0.02 0.03
C 6.18469 0.26842 1.27959 0.02 -0.02 -0.01
C 4.81935 0.05300 1.20717 -0.04 -0.05 -0.03
C 2.33310 -1.59960 -0.63095 0.24 0.30 -0.28
C 3.42330 -2.34214 -0.89197 -0.11 0.34 0.24
C 3.33280 -3.61279 -1.58823 -0.08 -0.33 -0.24
C 2.17535 -4.08443 -2.07117 0.24 0.10 0.03
C 0.86749 -3.42979 -1.80149 -0.20 0.03 0.29
C 0.97581 -2.10469 -0.99044 -0.32 0.30 0.22
H 1.79043 1.39519 3.25740 0.07 0.05 -0.08
H 1.35964 2.14788 1.71037 0.02 -0.06 0.00
H 3.04252 1.73462 2.06944 0.01 -0.05 -0.04
H -2.24128 0.62693 2.87730 -0.02 0.04 0.05
H -2.82832 1.06830 5.24590 -0.01 -0.02 -0.02
H -1.19173 0.59727 7.02922 0.00 -0.01 0.00
H 1.03989 -0.29031 6.46481 0.01 -0.01 -0.03
H 1.64479 -0.71467 4.11001 0.05 0.00 -0.01
H 2.00838 -2.96233 2.13062 0.02 0.03 0.04
H 1.33245 -3.93450 4.29949 -0.02 0.01 -0.02
H -1.03965 -3.93496 4.97284 -0.01 0.01 0.01
H -2.78771 -3.09959 3.43157 0.02 -0.01 0.01
H -2.16038 -2.19305 1.23021 0.00 0.03 0.01
H 4.20767 1.54040 -1.78756 0.05 0.03 0.01
H 6.65314 1.90576 -1.65004 -0.01 0.01 0.00
H 7.91117 1.08960 0.31214 0.00 0.02 -0.01
H 6.73795 -0.08183 2.14071 0.00 0.00 -0.01
H 4.29980 -0.46247 2.00437 0.02 -0.01 0.02
H 4.40976 -1.97474 -0.63432 0.01 0.03 -0.06
H 4.25559 -4.13641 -1.80171 -0.01 0.00 0.02
H 2.17230 -4.96973 -2.69669 0.03 -0.05 0.05
H 0.22908 -3.40613 -2.68760 0.07 0.10 -0.05
H 0.35428 -1.26528 -1.35468 0.20 -0.71 -0.47
Br 2.10096 0.91208 -3.78023 -0.04 -0.06 -0.11
C 0.31815 0.34364 -4.05217 -0.13 0.03 0.17
C -0.10501 -0.04578 -5.30900 0.06 0.04 -0.07
C -1.42787 -0.43913 -5.45329 0.00 -0.02 0.03
C -2.26368 -0.44200 -4.34836 -0.02 0.04 0.05
C -1.74332 -0.04593 -3.13003 -0.35 0.12 0.23
N -0.47890 0.34726 -2.99204 0.80 -0.27 0.08
C -2.61194 -0.02660 -1.86988 -0.24 -0.24 -1.34
O -3.78902 -0.29222 -1.98436 0.33 0.08 0.41
O -1.99873 0.25812 -0.77008 1.32 0.69 0.70
H 0.58263 -0.04379 -6.14205 -0.01 0.03 0.00
H -1.79712 -0.74309 -6.42380 0.01 -0.01 0.00
H -3.29926 -0.74783 -4.39157 -0.01 0.04 -0.02
C 0.52214 7.65400 0.32126 0.02 0.02 -0.03
C 0.51575 6.69565 1.32530 0.03 -0.01 0.05
C 0.23795 5.37343 1.01811 0.03 -0.07 -0.03
C -0.05354 5.02047 -0.29428 0.14 -0.43 -0.02
C -0.03767 5.97183 -1.30468 -0.01 -0.01 -0.04
C 0.24691 7.29300 -0.98938 0.04 0.01 0.04
As -0.62871 3.18816 -0.67247 -0.34 0.18 -0.13
C -2.33210 3.09940 0.23091 -0.04 0.02 -0.08
C -2.56555 2.99165 1.58833 0.06 -0.01 0.00
C -3.87274 2.86767 2.04358 0.04 -0.01 0.02
C -4.92312 2.83404 1.13661 -0.03 -0.02 0.03
C -4.68643 2.95060 -0.22465 0.04 0.01 -0.05
C -3.38647 3.09592 -0.69187 0.04 -0.04 0.30
C -2.98747 3.23946 -2.10059 0.21 -0.01 -0.20
C -3.84888 3.26854 -3.19334 0.02 -0.04 0.07
C -3.33912 3.43309 -4.47106 -0.01 -0.01 -0.06
C -1.97063 3.56066 -4.68162 0.02 -0.01 -0.01
C -1.09794 3.50872 -3.60422 0.11 -0.06 0.03
C -1.60749 3.35512 -2.32466 -0.11 -0.06 0.00
H 0.75115 8.68387 0.56015 -0.04 0.00 0.01
H 0.72311 6.97980 2.34836 0.02 0.00 0.00
H 0.24015 4.62327 1.80129 -0.03 0.03 0.04
H -0.25907 5.70127 -2.32830 -0.04 0.01 0.02
H 0.24667 8.04110 -1.77068 0.02 0.00 0.00
H -1.74070 3.00162 2.29308 -0.03 0.03 0.01
H -4.07215 2.79651 3.10567 -0.01 0.01 0.00
H -5.93693 2.71583 1.49530 0.00 0.03 -0.01
H -5.51511 2.92066 -0.91893 -0.03 0.01 0.01
H -4.91514 3.15798 -3.04941 -0.02 0.03 -0.01
H -4.01428 3.46480 -5.31647 0.00 0.00 0.02
H -1.58586 3.70304 -5.68316 -0.01 -0.01 0.00
H -0.02777 3.58528 -3.76438 0.00 0.01 -0.03
C 0.83834 -6.72241 0.51055 -0.30 -0.04 -0.13
Si -0.53432 -5.77030 -0.35701 0.09 0.33 0.09
C -2.10639 -5.65580 0.67074 0.23 -0.20 -0.15
C -0.91415 -6.37946 -2.09076 0.04 -0.01 0.26
C 0.14680 -3.99704 -0.56549 -0.41 -0.60 0.28
C 0.26817 -2.84467 0.11937 0.53 0.40 -1.04
H 0.61516 -7.79117 0.53594 0.01 0.00 0.04
H 0.95051 -6.38201 1.54264 -0.01 0.01 0.00
H 1.80054 -6.59773 0.01160 -0.02 0.03 -0.06
H -2.61662 -6.62135 0.68305 -0.01 0.01 0.02
H -2.80012 -4.92196 0.25565 0.01 0.00 -0.03
H -1.89035 -5.38653 1.70391 0.00 -0.02 0.05
H -1.18244 -7.43777 -2.07050 0.01 0.00 0.01
H -0.06872 -6.27330 -2.77246 0.02 0.00 0.02
H -1.76456 -5.84086 -2.51357 0.02 0.04 0.00
```
Forces are in eV/Å.

charge = +2
highest occupied orbital energy (spin up / spin down) = -12.397 / -12.355 eV
Kohn-Sham gap (spin up / spin down) = 5.1 / 5.1 eV
LUMO energy (spin up / spin down) = -7.3 / -7.3 eV

- The lowest charge belongs to which entry?
  C54H47N6

- Among the records above, which one has the lowest charge?
  C54H47N6